1.
A structure of composition C43H51As2Br2CsN6O3P2. Source: OMol25; level of theory: ωB97M-V/def2-TZVPD.

Geometry as ORCA input:
```
! RIJCOSX wB97M-V def2-TZVPD def2/J DEFGRID3
* xyz 0 1
Cs -1.79 -0.13 0.30
C 1.40 -0.35 -0.81
C 2.51 0.57 -0.32
As 1.93 2.21 0.61
C 3.76 2.89 0.76
C 4.44 3.54 -0.27
C 5.76 3.94 -0.11
C 6.42 3.69 1.09
C 5.75 3.05 2.13
C 4.43 2.66 1.96
C 1.33 3.25 -0.94
C 0.67 4.45 -0.69
C 0.17 5.22 -1.73
C 0.31 4.80 -3.04
C 0.96 3.60 -3.31
C 1.47 2.83 -2.27
As 2.06 -2.00 -1.70
C 3.07 -2.76 -0.22
C 2.75 -2.52 1.12
C 3.42 -3.17 2.14
C 4.43 -4.08 1.84
C 4.76 -4.33 0.52
C 4.08 -3.68 -0.50
C 3.53 -1.15 -2.66
C 3.23 -0.70 -3.95
C 4.18 0.01 -4.69
C 5.43 0.26 -4.14
C 5.73 -0.20 -2.87
C 4.79 -0.89 -2.13
H 0.75 0.12 -1.55
H 0.75 -0.67 0.01
H 3.17 0.87 -1.13
H 3.14 0.05 0.40
H 3.93 3.73 -1.21
H 6.27 4.44 -0.92
H 7.45 4.00 1.22
H 6.26 2.86 3.06
H 3.91 2.17 2.78
H 0.53 4.78 0.34
H -0.34 6.15 -1.51
H -0.08 5.40 -3.85
H 1.07 3.26 -4.33
H 1.97 1.89 -2.51
H 1.97 -1.81 1.37
H 3.16 -2.97 3.17
H 4.96 -4.58 2.64
H 5.55 -5.03 0.28
H 4.35 -3.88 -1.54
H 2.26 -0.90 -4.38
H 3.93 0.36 -5.68
H 6.17 0.81 -4.71
H 6.71 0.00 -2.44
H 5.03 -1.22 -1.12
C -0.95 -4.30 -1.81
C -2.42 -4.17 -1.54
C -3.24 -5.32 -1.45
C -4.56 -5.19 -1.17
C -5.12 -3.90 -0.99
C -6.48 -3.66 -0.69
Br -7.70 -5.10 -0.50
C -6.94 -2.38 -0.52
C -6.06 -1.30 -0.66
Br -6.75 0.46 -0.43
C -4.71 -1.43 -0.97
O -3.91 -0.44 -1.10
C -4.23 -2.80 -1.12
N -2.91 -2.96 -1.39
H -0.69 -5.29 -2.18
H -0.38 -4.13 -0.89
H -0.63 -3.55 -2.53
H -2.79 -6.30 -1.59
H -5.20 -6.06 -1.09
H -7.98 -2.20 -0.29
N -2.06 -0.03 -3.20
N -2.83 1.14 -3.39
C -2.83 2.11 -2.45
N -3.74 3.09 -2.58
N -1.91 1.99 -1.49
N -1.96 2.82 -0.43
O -2.68 3.83 -0.36
O -1.24 2.47 0.51
H -2.06 -0.51 -4.09
H -2.57 -0.61 -2.52
H -3.70 1.03 -3.88
H -4.50 2.98 -3.22
H -3.79 3.76 -1.83
C -1.80 -3.17 4.10
P -1.69 -1.42 3.55
C -0.08 -0.97 4.32
C -2.87 -0.66 4.76
C -2.71 0.85 4.91
P -2.35 1.70 3.31
C -4.01 1.72 2.52
C -2.26 3.44 3.86
H -2.79 -3.57 3.88
H -1.62 -3.28 5.18
H -1.07 -3.78 3.56
H -0.08 -1.15 5.40
H 0.15 0.07 4.13
H 0.71 -1.58 3.87
H -2.75 -1.15 5.73
H -3.87 -0.91 4.40
H -1.86 1.07 5.56
H -3.60 1.28 5.39
H -4.78 2.07 3.21
H -4.31 0.73 2.15
H -3.99 2.40 1.66
H -3.15 3.74 4.42
H -2.16 4.08 2.97
H -1.37 3.59 4.48
*
```

Output
Lowest unoccupied orbital energy in eV: 0.063
HOMO-LUMO gap in eV: 6.890
HOMO energy in eV: -6.8268

=====

2.
A structure of composition C43H51As2Br2CsN6O3P2. Source: OMol25; level of theory: ωB97M-V/def2-TZVPD.

Geometry as ORCA input:
```
! RIJCOSX wB97M-V def2-TZVPD def2/J DEFGRID3
* xyz 0 1
Cs -1.17 -1.18 -0.23
C 1.96 1.63 -0.95
C 1.85 0.18 -1.42
As 3.48 -0.53 -2.31
C 4.68 0.05 -0.88
C 5.33 1.28 -0.82
C 6.07 1.63 0.30
C 6.14 0.76 1.39
C 5.49 -0.46 1.34
C 4.77 -0.82 0.21
C 3.75 0.89 -3.63
C 5.03 1.10 -4.14
C 5.25 2.02 -5.16
C 4.19 2.74 -5.69
C 2.91 2.52 -5.20
C 2.69 1.60 -4.18
As 0.20 2.48 -0.68
C 0.80 4.33 -0.79
C 0.19 5.19 -1.69
C 0.63 6.50 -1.82
C 1.68 6.96 -1.05
C 2.30 6.10 -0.15
C 1.86 4.79 -0.02
C 0.05 2.35 1.26
C -0.53 3.39 1.98
C -0.69 3.29 3.36
C -0.29 2.15 4.03
C 0.28 1.10 3.32
C 0.46 1.20 1.94
H 2.43 2.25 -1.72
H 2.56 1.70 -0.05
H 1.02 0.03 -2.12
H 1.72 -0.49 -0.56
H 5.26 1.98 -1.65
H 6.57 2.59 0.34
H 6.71 1.04 2.27
H 5.53 -1.14 2.18
H 4.25 -1.77 0.18
H 5.87 0.54 -3.74
H 6.26 2.17 -5.54
H 4.36 3.45 -6.48
H 2.07 3.07 -5.62
H 1.68 1.45 -3.82
H -0.64 4.84 -2.30
H 0.15 7.17 -2.53
H 2.03 7.98 -1.15
H 3.13 6.45 0.46
H 2.34 4.13 0.70
H -0.85 4.29 1.47
H -1.14 4.12 3.90
H -0.42 2.07 5.10
H 0.60 0.20 3.83
H 0.93 0.38 1.41
C -3.42 -4.69 0.24
C -2.77 -4.24 1.52
C -3.42 -4.48 2.76
C -2.82 -4.08 3.91
C -1.55 -3.46 3.87
C -0.84 -3.04 5.02
Br -1.62 -3.19 6.75
C 0.42 -2.53 4.91
C 1.01 -2.39 3.65
Br 2.78 -1.69 3.54
C 0.38 -2.70 2.44
O 0.91 -2.53 1.30
C -0.96 -3.28 2.59
N -1.60 -3.67 1.45
H -3.35 -5.77 0.13
H -2.91 -4.24 -0.62
H -4.48 -4.43 0.20
H -4.39 -4.97 2.77
H -3.30 -4.24 4.87
H 0.97 -2.23 5.79
N 2.66 -3.45 -0.57
N 2.50 -4.30 -1.69
C 1.54 -4.13 -2.62
N 1.64 -4.88 -3.73
N 0.66 -3.16 -2.38
N -0.40 -3.06 -3.22
O -0.96 -1.97 -3.23
O -0.80 -4.00 -3.90
H 2.62 -4.04 0.25
H 1.79 -2.92 -0.48
H 3.38 -4.66 -2.05
H 2.25 -5.68 -3.72
H 0.80 -4.95 -4.28
C -5.36 1.05 -2.67
P -4.57 0.22 -1.24
C -5.00 -1.52 -1.63
C -5.83 0.60 0.05
C -5.71 -0.23 1.33
P -3.99 -0.41 1.95
C -4.33 -0.93 3.68
C -3.53 1.35 2.22
H -6.39 0.73 -2.81
H -4.80 0.83 -3.58
H -5.34 2.13 -2.53
H -6.07 -1.62 -1.81
H -4.71 -2.19 -0.83
H -4.46 -1.83 -2.53
H -6.83 0.48 -0.39
H -5.72 1.66 0.29
H -6.08 -1.25 1.15
H -6.36 0.20 2.10
H -4.98 -0.21 4.20
H -3.39 -1.02 4.22
H -4.81 -1.91 3.68
H -4.30 1.90 2.77
H -3.36 1.84 1.26
H -2.60 1.39 2.78
*
```

Output
Lowest unoccupied orbital energy in eV: 0.126
HOMO-LUMO gap in eV: 6.893
HOMO energy in eV: -6.7671

=====

3.
A structure of composition C43H51AsCl4FeN12O2P. Source: OMol25; level of theory: ωB97M-V/def2-TZVPD.

Geometry as ORCA input:
```
! RIJCOSX wB97M-V def2-TZVPD def2/J DEFGRID3
* xyz -2 6
Fe -0.22 0.31 -1.41
Cl 1.29 -3.66 -6.86
C 1.39 -2.85 -5.34
C 2.62 -2.64 -4.74
Cl 4.05 -3.17 -5.54
C 2.69 -2.00 -3.51
Cl 4.23 -1.75 -2.76
C 1.55 -1.55 -2.84
O 1.60 -0.95 -1.70
C 0.26 -1.73 -3.48
O -0.79 -1.27 -2.90
C 0.23 -2.40 -4.70
Cl -1.30 -2.63 -5.47
N 1.72 3.54 -2.31
C 1.19 3.45 -1.08
N 1.52 4.25 -0.05
N 0.80 3.85 0.96
N 0.05 2.88 0.56
N 0.23 2.58 -0.72
C 1.61 2.55 -3.27
N 2.27 2.60 -4.42
N 1.84 1.53 -5.08
N 0.97 0.89 -4.39
N 0.79 1.49 -3.21
H 2.51 4.16 -2.42
C -4.62 -3.09 -1.79
C -4.00 -2.08 -0.89
C -4.35 -1.64 0.37
C -3.37 -0.68 0.70
N -2.50 -0.55 -0.29
N -2.90 -1.40 -1.24
C -3.29 0.06 1.99
H -5.48 -3.56 -1.30
H -3.89 -3.86 -2.04
H -4.96 -2.62 -2.71
H -5.18 -1.95 0.97
H -2.30 -1.50 -2.06
H -3.97 -0.38 2.71
H -3.56 1.11 1.85
H -2.28 0.03 2.38
C -5.01 1.43 -3.97
C -4.75 2.49 -2.91
P -3.07 2.29 -2.10
C -3.19 3.70 -0.87
C -4.14 4.88 -1.10
C -1.99 2.98 -3.45
C -1.96 4.47 -3.74
H -6.03 1.49 -4.35
H -4.84 0.44 -3.57
H -4.34 1.56 -4.82
H -5.49 2.39 -2.11
H -4.86 3.48 -3.36
H -2.17 4.07 -0.75
H -3.46 3.23 0.07
H -3.88 5.44 -2.00
H -4.07 5.56 -0.25
H -5.17 4.55 -1.18
H -2.27 2.43 -4.36
H -0.99 2.63 -3.20
H -2.94 4.84 -4.04
H -1.26 4.66 -4.56
H -1.62 5.03 -2.87
C 7.59 -0.68 1.04
C 6.10 -0.87 1.01
C 5.52 -2.13 1.09
C 4.14 -2.29 1.07
C 3.56 -3.67 1.08
C 3.29 -1.17 1.03
As 1.34 -1.58 0.91
N 0.37 -0.03 0.89
C 0.07 0.83 1.85
C -0.78 2.03 1.40
C -1.35 2.84 2.51
C -0.93 2.69 3.79
C 0.00 1.70 4.14
C 0.46 0.80 3.18
C 0.94 -2.31 2.82
C -0.31 -2.94 2.91
C -1.21 -3.12 1.72
C -0.76 -3.46 4.12
C 0.01 -3.41 5.27
C -0.50 -3.93 6.58
C 1.26 -2.82 5.17
C 1.73 -2.28 3.98
C 3.09 -1.65 4.01
C 3.88 0.09 0.87
C 3.04 1.31 0.67
C 5.26 0.22 0.88
H 8.11 -1.63 1.15
H 7.87 -0.02 1.86
H 7.92 -0.21 0.11
H 6.16 -3.00 1.15
H 4.35 -4.42 1.16
H 3.02 -3.83 0.14
H 2.85 -3.80 1.89
H -1.54 1.65 0.69
H -2.07 3.60 2.24
H -1.33 3.33 4.57
H 0.34 1.61 5.16
H 1.10 0.00 3.50
H -0.99 -2.38 0.95
H -2.26 -3.01 2.02
H -1.07 -4.11 1.30
H -1.74 -3.93 4.16
H -1.48 -4.39 6.47
H -0.59 -3.12 7.31
H 0.19 -4.68 6.99
H 1.89 -2.77 6.06
H 3.34 -1.31 5.02
H 3.15 -0.81 3.32
H 3.85 -2.38 3.71
H 2.41 1.14 -0.20
H 3.66 2.19 0.51
H 2.41 1.50 1.54
H 5.70 1.21 0.77
*
```

Output
Lowest unoccupied orbital energy (alpha / beta) in eV: 3.944 / 3.941
<S²>: 8.7838
HOMO-LUMO gap (alpha / beta) in eV: 5.296 / 5.412
HOMO energy (alpha / beta) in eV: -1.3516 / -1.4707

=====

4.
A structure of composition C43H51BGe2MnN6Sb. Source: OMol25; level of theory: ωB97M-V/def2-TZVPD.

Geometry as ORCA input:
```
! RIJCOSX wB97M-V def2-TZVPD def2/J DEFGRID3
* xyz 1 2
Mn -0.09 -0.02 0.00
C -0.16 3.34 -2.93
C -0.35 1.98 -2.66
N -0.05 1.72 -1.38
N 0.35 2.88 -0.83
C 0.28 3.87 -1.73
B 0.67 3.01 0.67
N 1.78 2.01 1.07
C 2.97 2.32 1.61
C 3.59 1.16 2.00
C 2.69 0.15 1.66
N 1.60 0.68 1.10
N -0.60 2.65 1.44
C -1.27 3.36 2.36
C -2.45 2.71 2.65
C -2.42 1.57 1.84
N -1.30 1.54 1.11
H -0.33 3.85 -3.86
H -0.66 1.19 -3.33
H 0.57 4.87 -1.47
H 1.03 4.13 0.92
H 3.30 3.35 1.69
H 4.55 1.06 2.48
H 2.77 -0.91 1.83
H -0.87 4.29 2.74
H -3.22 3.00 3.34
H -3.17 0.81 1.73
C 3.92 1.33 -3.38
C 2.92 1.40 -2.22
Ge 2.15 -0.42 -1.86
C 3.51 -1.58 -0.96
C 4.63 -2.03 -1.90
C 1.64 -1.27 -3.55
C 0.52 -1.99 -3.57
Ge -0.44 -1.89 -1.81
C -2.23 -0.89 -1.88
C -3.30 -1.35 -2.87
C -0.45 -3.76 -1.06
C -1.15 -4.85 -1.86
C 0.06 -2.81 -4.71
C 0.91 -3.15 -5.76
C 0.45 -3.90 -6.83
C -0.87 -4.33 -6.87
C -1.72 -4.02 -5.83
C -1.25 -3.27 -4.76
H 4.31 2.33 -3.59
H 3.45 0.96 -4.29
H 4.78 0.69 -3.14
H 2.12 2.09 -2.48
H 3.40 1.77 -1.31
H 2.98 -2.45 -0.57
H 3.92 -1.04 -0.11
H 4.23 -2.53 -2.78
H 5.28 -2.74 -1.38
H 5.24 -1.19 -2.22
H 2.31 -1.20 -4.41
H -1.97 0.15 -2.08
H -2.64 -0.92 -0.87
H -2.99 -1.16 -3.90
H -4.22 -0.79 -2.69
H -3.53 -2.41 -2.78
H -0.86 -3.73 -0.05
H 0.61 -4.01 -0.96
H -2.21 -4.62 -2.04
H -1.11 -5.79 -1.30
H -0.67 -5.02 -2.82
H 1.95 -2.84 -5.75
H 1.13 -4.15 -7.64
H -1.22 -4.92 -7.71
H -2.75 -4.35 -5.84
H -1.92 -3.03 -3.94
C -3.19 -0.37 6.31
C -4.06 -0.47 5.24
C -3.59 -0.83 3.99
C -2.23 -1.08 3.80
C -1.35 -0.96 4.86
C -1.83 -0.61 6.12
Sb -1.57 -1.72 1.87
C -3.08 -3.24 1.62
C -3.52 -3.59 0.35
C -4.51 -4.55 0.19
C -5.07 -5.16 1.30
C -4.63 -4.82 2.57
C -3.64 -3.86 2.73
C 0.04 -2.98 2.51
C 1.26 -2.89 1.83
C 2.34 -3.67 2.22
C 2.20 -4.55 3.28
C 0.99 -4.65 3.96
C -0.09 -3.86 3.58
H -3.56 -0.11 7.29
H -5.12 -0.27 5.37
H -4.28 -0.93 3.16
H -0.29 -1.13 4.72
H -1.15 -0.54 6.96
H -3.10 -3.12 -0.53
H -4.85 -4.81 -0.81
H -5.85 -5.90 1.17
H -5.06 -5.30 3.44
H -3.33 -3.58 3.73
H 1.35 -2.21 0.99
H 3.28 -3.61 1.69
H 3.04 -5.16 3.59
H 0.88 -5.34 4.78
H -1.02 -3.93 4.11
*
```

Output
Lowest unoccupied orbital energy (alpha / beta) in eV: -2.883 / -3.045
<S²>: 0.9425
HOMO-LUMO gap (alpha / beta) in eV: 7.832 / 7.674
HOMO energy (alpha / beta) in eV: -10.7154 / -10.7191